77
Properties=species:S:1:pos:R:3:forces:R:3 method="wB97M-V/def2-TZVPD" gap_ev="7.8576 / 2.1984" multiplicity=2 s_squared=0.755 homo_ev="-10.729 / -10.728" total_charge=+1 e_tot_ha=-1310.516988 de_lowest_ev=2.326 lumo_energy_ev="-2.87 / -8.53" max_force_ev_per_a=3.11
C -0.8265 0.2511 2.2271 1.6462 0.0299 0.0203
C 0.1745 0.2695 1.0777 0.0326 -0.4811 -0.5115
O -0.3592 -0.5254 0.0565 -0.9116 0.0877 -0.1988
H -0.4888 0.9805 2.9633 -0.4542 0.2109 0.1403
H -0.5877 -0.7173 2.6667 -0.8717 -0.1067 0.2688
H -1.8714 0.3545 1.9346 0.2183 0.0273 0.0098
H 1.1177 -0.1747 1.3959 0.2237 -0.1109 0.4414
H 0.4993 1.2234 0.6620 -0.4524 0.7626 0.1472
H 0.3235 -0.7327 -0.5858 0.6129 -0.4020 -0.3459
C 1.4548 4.4018 -0.2006 0.6475 -1.0877 0.8571
C 0.8653 4.4989 -1.5427 -2.2906 2.0980 -0.1293
C -0.7164 4.7629 -1.6375 -0.0500 -0.5433 -1.5761
O -1.1089 4.5607 -3.0109 2.7115 -0.3197 1.0630
C -2.3821 5.0234 -3.4086 0.5274 -0.7854 0.3543
N 1.5141 5.5912 -2.1669 -0.2946 -1.7074 -1.9243
H 1.3521 5.3264 0.3674 -0.3475 -0.3106 0.1800
H 2.5206 4.2400 -0.3620 0.2102 -0.1031 0.3640
H 1.0625 3.4944 0.2585 0.0411 0.3344 0.5785
H 1.0651 3.6112 -2.1428 -0.0887 -0.5177 -0.4384
H -1.0105 5.7750 -1.3599 0.2663 0.1658 0.3780
H -1.2598 4.0454 -1.0226 0.2705 -0.0983 0.3503
H -3.0253 4.1644 -3.2179 -0.7492 0.4577 0.2113
H -2.3093 5.1211 -4.4918 -0.2494 0.6191 0.1769
H -2.5612 5.9065 -2.7953 -0.8509 0.1717 -0.5677
H 2.5084 5.4493 -2.2729 0.6655 0.6988 0.5784
H 1.1008 5.8156 -3.0608 -0.5140 0.8806 -0.3710
C 3.8916 -1.0503 -1.3920 0.5293 0.8806 -2.2259
C 2.9872 -2.1345 -1.9583 0.6100 -1.1426 1.8544
C 3.8325 -3.4842 -1.8639 -1.4395 0.6312 -1.0693
O 2.9694 -4.5206 -2.3248 0.2436 0.0772 0.6923
C 3.3254 -5.8903 -2.1141 0.3645 0.8869 -1.0420
N 1.7785 -2.0518 -1.1754 -0.6717 -0.3729 0.2041
H 3.3448 -0.1077 -1.4144 0.0802 0.1273 -0.0078
H 4.6327 -1.0353 -2.1912 0.6664 0.7827 0.2178
H 4.4408 -1.0869 -0.4511 -0.5111 -0.8791 0.1729
H 2.6713 -1.9611 -2.9870 0.6720 0.1106 -0.1828
H 4.2752 -3.6264 -0.8781 -0.4377 -0.2127 0.3959
H 4.6760 -3.3771 -2.5460 0.2094 -0.0494 -0.2311
H 3.1586 -6.2180 -1.0880 -0.2717 -0.1432 -0.1605
H 4.3603 -6.0997 -2.3849 0.3591 0.2446 0.1725
H 2.7625 -6.3790 -2.9093 -0.3580 -0.5421 0.6565
H 2.0270 -2.2864 -0.2250 -0.0220 0.0543 0.6790
H 1.1104 -2.7820 -1.3768 -0.0878 -0.2832 -0.5867
C -4.6572 2.5547 0.2309 1.6202 0.5873 -0.1339
C -4.4404 2.9426 1.7035 -1.7745 -0.1824 1.2067
C -4.3571 4.4954 1.9601 -1.6461 -0.2224 -1.0241
O -3.2049 5.1346 1.4733 1.7225 -0.5126 0.0411
C -2.0376 4.4688 1.9654 0.0892 0.0163 0.5026
N -5.5968 2.3102 2.4271 0.0189 0.4916 0.3090
H -5.4854 3.1064 -0.2136 -0.0496 0.0243 0.1867
H -4.7900 1.4896 0.0412 -0.2130 -0.0637 0.5191
H -3.7557 2.7783 -0.3397 0.1297 0.3028 -0.3102
H -3.6121 2.4902 2.2486 0.4921 -0.1538 -0.8960
H -4.5730 4.9004 2.9488 0.2991 -0.9669 0.6956
H -5.1784 4.9400 1.3980 -0.1129 -0.0007 -0.3848
H -1.8096 3.5836 1.3715 0.0672 -0.1154 -0.0623
H -2.1312 4.1613 3.0070 -0.5721 -0.3203 0.1157
H -1.1371 5.0745 2.0676 -0.2334 0.7175 -0.8362
H -6.0330 1.6130 1.8408 0.1343 -0.0948 -0.0322
H -6.3540 2.9241 2.6915 0.1392 0.4396 0.0332
C -0.1751 -3.7558 1.3705 -1.3207 -1.3822 -0.0278
C 1.1752 -4.3195 1.7774 -0.4886 1.3660 0.8420
C 1.5235 -5.6039 1.0664 1.2276 0.2897 0.8050
O 0.9507 -6.7042 1.7459 0.3199 1.8793 1.1668
C 0.5477 -7.7045 0.9142 -0.7054 -0.6743 -0.7060
N 2.0393 -3.1929 1.5250 2.1235 1.0552 -1.4936
H -0.6098 -2.9327 1.9377 0.3899 -0.1055 0.3452
H -0.8984 -4.5712 1.3608 -0.3249 0.0010 0.2778
H -0.1722 -3.4120 0.3361 0.4630 0.0409 -0.0195
H 1.4567 -4.3403 2.8302 -1.7425 -1.7712 0.6156
H 2.5999 -5.7494 1.1584 0.4851 0.1314 -0.1122
H 1.3546 -5.5014 -0.0055 -0.7082 -0.3748 -0.1410
H -0.2687 -7.2833 0.3274 -0.1571 -0.5667 -0.6633
H 0.1697 -8.5292 1.5185 0.0783 -0.0104 -0.0728
H 1.3847 -8.0361 0.2997 -0.0990 -0.3145 -0.3664
H 1.7915 -2.5003 2.2171 0.0168 0.2796 -0.0240
H 2.9884 -3.4568 1.7478 0.4473 0.0696 0.0484

***

78
Properties=species:S:1:pos:R:3:forces:R:3 method="wB97M-V/def2-TZVPD" gap_ev=10.1223 homo_ev=-9.690 smiles=CC(C)O.CC(C)O.CC(C)O.CC(C)O.OCCO.OCCO.OCCO e_tot_ha=-1467.688565 de_lowest_ev=11.628 lumo_energy_ev=0.43 max_force_ev_per_a=15.68
C 2.7169 1.3810 2.5277 -1.8719 -3.4137 0.4422
C 2.0539 0.1570 3.4217 1.3616 2.1455 -0.3010
O 0.6739 0.3000 3.6797 8.0734 1.1197 8.6710
O 4.0639 1.0600 2.2917 1.9359 -1.2997 1.4209
H 2.5749 2.2840 3.1287 -0.0398 0.0970 -0.5612
H 2.1889 1.2880 1.5557 0.3775 0.8964 0.4591
H 2.6779 0.4210 4.3167 -1.2910 -0.7814 0.2154
H 2.4269 -0.8480 3.1177 -0.6828 0.5870 -0.3813
H 0.0939 0.2300 3.0827 -6.2158 -1.3948 -8.0938
H 4.5009 0.4390 3.0007 -1.6205 1.8773 -1.8147
C -0.6501 -5.0530 1.2557 2.2417 -2.4071 2.5384
C -1.7521 -4.4160 0.6027 -4.0418 2.2829 -0.5694
O -1.3361 -3.4300 -0.3083 3.3334 -0.4416 -1.2616
O -1.0871 -5.7990 2.4337 -2.3854 9.4684 0.6872
H 0.2099 -4.4500 1.5417 -0.5423 1.1110 0.3132
H -0.0921 -5.7600 0.6447 -0.4396 -0.4014 -0.7890
H -2.4351 -3.8110 1.2727 0.7181 -1.3285 -0.1233
H -2.3691 -5.0330 -0.0603 -0.1342 -0.8445 0.9876
H -0.5411 -3.9320 -0.6643 -1.0121 1.6871 -0.2628
H -0.8491 -6.5880 2.2707 2.4949 -9.1906 -1.3972
C 3.5559 2.9410 -0.7313 1.1408 -1.6004 3.1377
C 2.0549 2.9770 -0.8613 2.0187 5.6202 5.4483
O 1.5949 4.2950 -1.1093 0.7943 0.5104 0.3869
O 4.1589 1.6170 -0.6313 -0.8733 0.4427 -0.0123
H 3.8169 3.4630 0.1457 0.2615 0.6438 1.9399
H 4.1979 3.4620 -1.3523 0.2393 1.0300 -2.6845
H 1.5419 2.5680 -0.0403 -0.3850 -0.6852 1.2416
H 2.0449 2.4160 -1.5803 -2.1686 -5.8679 -8.5048
H 2.1839 4.8610 -0.5583 -0.8615 -0.3122 -0.6315
H 4.2809 1.3780 0.3057 -0.1904 0.1676 -0.3139
C -2.7001 -0.6220 1.8677 -2.2687 0.3557 1.7606
C -1.6701 -0.1700 0.8597 1.1055 1.1417 5.5079
C -1.3241 1.2540 0.9657 -0.5455 2.0616 -1.6351
O -0.4861 -0.8600 1.1997 2.3820 9.1016 5.6503
H -2.4271 -0.4960 2.9417 0.5605 0.2307 -0.7569
H -2.8721 -1.7390 1.8287 -0.2994 1.2767 -0.4615
H -3.6651 0.0310 1.8417 1.2708 -1.5502 -0.4797
H -2.0051 -0.4450 -0.0273 -1.2254 -1.0353 -4.4748
H -2.2721 1.8550 0.7877 1.5394 -0.0303 0.9265
H -0.5891 1.5710 0.2347 -0.5384 -0.3335 -1.8881
H -0.5241 1.5090 1.6507 -1.2028 0.0520 2.1035
H -0.6241 -1.5310 0.7527 -0.8567 -11.1522 -6.4276
C -1.5961 -0.7280 -4.4963 0.6028 1.3805 4.9475
C -0.9121 -1.2730 -3.1993 0.5706 6.4182 -1.8189
C -0.1591 -0.0110 -2.5583 2.7424 -1.6040 0.7344
O -1.9521 -1.6410 -2.3753 -3.1252 4.2347 -3.7507
H -2.1051 -1.5340 -4.6423 -4.0521 -4.5362 -1.9190
H -0.9671 -0.6340 -5.2203 4.2785 0.5165 -4.5138
H -2.1831 0.1510 -4.5253 -0.7411 0.8686 1.0271
H -0.1581 -1.9940 -3.5433 -0.4578 -0.4678 0.6539
H -0.7191 0.9420 -2.4743 0.0297 -0.8387 -0.2122
H 0.8539 0.1660 -3.1053 -1.8256 -0.0646 0.5196
H 0.2379 -0.3190 -1.5213 -0.7919 0.5829 -1.1380
H -1.5481 -2.2520 -1.9403 2.6462 -6.3429 5.4413
C -4.7691 5.5840 -1.7793 -0.0096 -1.4255 -4.1142
C -3.9561 4.5690 -0.9543 -0.6023 -1.4049 1.3900
C -4.8891 3.9190 0.1937 5.0922 -1.1996 -0.3411
O -3.3511 3.5690 -1.8043 -8.3725 -2.0216 2.4137
H -5.7371 5.1500 -2.2913 2.1555 -0.4737 0.4606
H -4.1011 5.9810 -2.7303 -1.7848 -0.5778 2.7048
H -5.3921 6.2840 -1.2993 0.5664 1.7693 1.3374
H -3.1611 5.0180 -0.3423 -0.0330 0.4494 -0.5798
H -4.4071 3.4120 1.1297 -0.5010 0.9076 -2.0653
H -5.6061 3.3430 -0.2273 -2.0932 -2.2323 -1.3118
H -5.3321 4.7610 0.4627 -2.2951 3.6295 2.0767
H -2.5641 3.8320 -1.9893 7.9245 2.5503 -1.9419
C 3.0569 -1.7640 0.0097 -0.2107 -0.1330 0.7288
C 3.9509 -2.9600 -0.0123 2.2716 2.5669 5.2994
C 3.6249 -3.8730 1.2427 1.2111 0.9665 -2.6705
O 3.8559 -3.5940 -1.1703 -14.0902 1.8538 0.8773
H 2.0429 -2.0110 0.1977 -1.4234 -0.6890 -0.7489
H 3.2219 -1.2250 -0.8823 -0.2156 0.8693 -0.9478
H 3.1599 -1.1260 0.8597 1.0522 0.6213 0.6050
H 5.0539 -2.4400 0.1287 -2.0973 -1.6126 -0.3541
H 2.5999 -3.9450 1.2687 -2.6047 -0.1114 0.2812
H 3.9789 -3.4990 2.1357 0.6897 1.2646 1.9223
H 3.9759 -4.8600 1.2027 0.8648 -1.4477 -0.5790
H 4.6099 -3.7720 -1.3503 14.4729 -4.1032 -4.4261

***

86
Properties=species:S:1:pos:R:3:forces:R:3 method="wB97M-V/def2-TZVPD" gap_ev="6.9754 / 6.3269" multiplicity=6 s_squared=8.805 homo_ev="-11.330 / -10.456" total_charge=+1 e_tot_ha=-4529.398434 de_lowest_ev=2.955 lumo_energy_ev="-4.35 / -4.13" max_force_ev_per_a=4.58
Cr 2.2060 -2.4504 0.4988 -4.3542 0.2252 1.4044
Cu -1.2889 -2.7975 0.9442 0.2428 -0.0418 1.2550
C 0.3930 -6.3167 -0.3244 1.0641 -0.4020 0.2328
C 0.8682 -5.4833 0.9018 -1.9249 0.6191 -0.7443
O 0.6060 -4.1109 0.7070 2.1127 2.7726 -0.7904
H -0.6755 -6.4398 -0.5012 -0.1388 0.1798 0.7576
H 0.8333 -7.3094 -0.2307 -0.1836 -0.2591 -0.0106
H 0.7534 -5.9493 -1.2852 0.4762 0.3598 0.1049
H 1.9106 -5.6472 1.1751 0.0848 -0.3882 -0.1564
H 0.2136 -5.6992 1.7462 0.3255 -0.8191 0.2941
C -0.1235 1.3908 0.4454 0.7976 -1.1810 -0.3743
C 0.0307 0.1580 1.4047 -0.8883 0.2357 0.2874
O 0.3602 -1.1367 0.8949 1.2092 -0.6520 -0.6894
H -0.6352 2.2595 0.8596 -0.2030 -0.3451 0.4251
H -0.6398 1.0877 -0.4655 -0.1911 -0.0306 -0.0156
H 0.8489 1.7699 0.1310 0.1429 -0.0587 -0.0156
H -0.9345 0.0180 1.8914 -0.4161 0.0058 -0.1163
H 0.6143 0.4753 2.2689 0.8212 -0.1589 -0.0452
C -3.2345 -1.3068 4.4724 0.2830 -0.1551 -0.1813
C -3.1028 -2.6246 3.6996 0.4975 0.8983 -1.1616
O -1.8738 -2.9673 3.0855 0.2816 0.4624 -0.2799
H -2.7172 -0.4928 3.9646 0.6646 -0.0909 0.4251
H -2.9681 -1.5281 5.5059 0.3665 0.7815 0.0041
H -4.2597 -0.9369 4.4567 -0.2963 -0.5052 0.1241
H -3.6855 -2.4239 2.8005 -1.0153 -0.7004 -0.1042
H -3.4626 -3.3945 4.3821 -0.1849 -0.5517 -0.6047
C -1.4865 -3.7846 -1.8989 -1.5591 -1.9647 1.0793
C -2.8063 -4.3130 -1.2397 -0.5121 1.4504 -1.2972
O -2.7651 -4.2502 0.1502 1.1477 0.0108 1.1276
O -1.0395 -2.5744 -1.3095 -0.6636 -0.2666 -0.3205
H -1.7987 -3.7349 -2.9421 0.6061 0.3934 -0.2484
H -0.8017 -4.6103 -1.7055 0.5410 0.4555 -0.4075
H -3.0649 -5.2985 -1.6270 0.5688 -0.3433 0.0983
H -3.6350 -3.6951 -1.5856 -0.1003 0.3774 -0.0380
H -3.5903 -4.5032 0.5705 -0.1017 0.0705 -0.0686
H -0.2486 -2.2887 -1.7726 0.1155 0.0942 0.2094
C 4.7047 0.8757 4.0373 0.9915 -2.0471 -0.3245
C 5.9274 0.3341 3.2469 0.7130 1.9748 0.8295
O 7.1452 0.5306 3.9944 -0.7773 -1.1005 0.3795
O 3.6676 0.9608 3.0519 -0.0930 0.9562 0.2937
H 4.9442 1.7714 4.6104 -0.0959 0.4049 -0.6183
H 4.3278 0.1486 4.7566 0.4440 -0.1643 0.3046
H 5.9958 0.9646 2.3604 -0.2179 -0.1545 -0.3287
H 5.7655 -0.7028 2.9524 0.2893 -0.1107 0.1996
H 7.7716 1.1612 3.6316 -0.4334 0.0209 -0.4576
H 3.0353 1.4949 3.5383 -0.8380 0.0302 -0.6361
C 3.4856 1.3305 -0.6417 1.0674 -0.1501 1.9488
C 4.0377 -0.1105 -0.3584 1.0890 2.3846 -1.0894
O 3.3502 -0.7616 0.6826 -0.7879 -1.0660 -0.7450
O 4.5701 2.1145 -1.1552 -0.7486 -0.9226 -0.6608
H 3.2970 1.7870 0.3299 -0.5116 -0.2215 0.3859
H 2.5216 1.2952 -1.1492 0.3063 0.1695 -0.7451
H 5.0311 -0.0094 0.0787 0.4227 0.2159 -0.9354
H 4.0466 -0.5833 -1.3405 0.0029 -0.8997 0.4711
H 3.4474 -0.1222 1.3920 -0.5490 0.0966 1.5027
H 4.2614 3.0215 -1.2162 0.0238 0.1748 -0.0871
C 0.3271 3.0087 -4.5992 -0.6146 -0.3185 0.4066
C -0.3707 1.8368 -3.8562 0.1860 0.8302 -0.2792
O -0.8035 0.7380 -4.6909 0.3128 0.9226 0.7544
O 0.1137 4.2249 -3.8946 -0.1822 0.1961 0.6044
H -0.1610 3.2162 -5.5514 0.5283 -0.9693 -0.5213
H 1.4125 2.9133 -4.5701 0.0591 -0.6908 -0.9378
H -1.2227 2.3035 -3.3619 -0.4268 -0.2782 -0.2666
H 0.2840 1.5625 -3.0289 0.0993 -0.6029 -0.0457
H -0.1519 0.0336 -4.6624 0.1264 0.1233 -0.0363
H 0.5358 4.8337 -4.5050 -0.1428 0.7857 0.4679
C -1.1599 6.9680 -0.8743 -3.4152 -1.8407 -1.6270
C -0.3276 6.2252 0.0516 2.0172 0.4170 2.1514
O 1.0481 6.5351 -0.1044 0.7711 0.0110 -0.5546
O -1.0828 6.5241 -2.2296 1.3404 1.0098 -0.9891
H -1.2235 8.0506 -0.7648 0.7321 -0.0181 -0.2838
H -2.1818 6.6065 -0.7598 -0.5313 0.5581 1.5928
H -0.3489 5.1357 0.0769 -0.6197 -0.0022 -0.5241
H -0.5186 6.5701 1.0678 -0.8841 -0.2141 0.2776
H 1.0542 7.4865 -0.2331 0.4866 0.1508 -0.0640
H -0.8389 5.5957 -2.2420 0.1686 -0.1395 -0.0932
C -3.4461 -0.6003 -1.4633 -1.2970 1.0059 0.3689
C -4.8758 -0.5761 -1.9107 -1.7424 0.8356 -1.4829
O -5.7883 0.1292 -0.9073 2.3192 -1.4174 -1.3315
O -3.4985 -1.2339 -0.2090 0.9728 -0.4071 0.6618
H -3.2218 0.4516 -1.2866 0.7356 0.2040 -0.2784
H -2.7473 -1.0509 -2.1680 -0.2531 -0.0830 0.1839
H -5.2252 -1.5601 -2.2236 -0.3081 -0.4021 0.9713
H -4.9368 -0.0750 -2.8768 -0.0167 0.7239 0.0609
H -6.6674 0.1710 -1.2908 -0.0122 -0.0779 -0.1272
H -4.1107 -0.6161 0.1972 -0.3223 -0.3820 1.0946